Computed, not measured: a cluster of 3 separate species, C3H10NO2 in total in a non-equilibrium geometry, with wB97M-V/def2-TZVPD.

Atoms and positions in Å:
C (-1.77717, 0.79472, 1.67131)
C (-0.77776, 1.52891, 2.17347)
C (-0.60195, -0.96193, 0.41011)
N (-1.61819, -0.17252, 0.61550)
H (-2.83185, 1.00196, 1.89012)
H (0.24008, 1.15411, 2.17977)
H (-1.10145, 2.34628, 2.80301)
H (-0.69337, -1.74754, -0.31165)
H (0.28436, -0.55477, 0.87470)
H (-2.11022, 0.10492, -0.23739)
H (3.39220, -0.90875, -2.45693)
H (3.72503, -0.96417, -0.98484)
O (3.04494, -0.65450, -1.59833)
H (0.96235, -0.68291, -2.20140)
H (-0.25669, -0.02533, -2.83995)
O (0.11970, -0.25849, -1.98750)

The charge is +1. The calculation puts the highest occupied orbital energy at -14.69 eV. Its frontier orbital gap is 0.3398 Ha.

***

Computed, not measured: a cluster of 2 separate species, C3H10NO2 in total in a non-equilibrium geometry, with wB97M-V/def2-TZVPD.

Atoms and positions in Å:
O (-0.23538, -2.90523, 1.14584)
C (-0.53306, -1.77331, 0.98296)
C (-0.51808, -0.97346, -0.35516)
N (-0.56866, 0.48144, -0.13378)
C (-0.32329, 1.29431, -1.38664)
H (-0.97765, -1.13840, 1.78322)
H (0.30135, -1.25308, -1.02265)
H (-1.42258, -1.27500, -0.90601)
H (-1.47113, 0.78132, 0.26088)
H (0.06432, 0.86724, 0.58571)
H (-0.41087, 0.58048, -2.19872)
H (0.69528, 1.67318, -1.50053)
H (-0.97831, 2.15419, -1.49586)
H (2.78118, 0.20429, 1.08969)
H (1.75433, 0.90308, 1.99186)
O (1.84256, 0.37896, 1.15920)

The charge is +2. Its multiplicity is 2. The calculation puts the highest occupied orbital energy (alpha / beta) at -20.56 / -20.57 eV. Its frontier orbital gap (alpha / beta) is 0.3588 / 0.2205 Ha.

***

Computed, not measured: a cluster of 2 separate species, C3H10NO2 in total in a non-equilibrium geometry, with wB97M-V/def2-TZVPD.

Atoms and positions in Å:
O (0.07990, -0.30148, 2.07872)
C (-0.33157, 0.77385, 1.73073)
C (-0.62098, 1.06029, 0.26377)
N (0.43777, 0.50106, -0.61322)
C (0.26273, 0.79358, -2.07452)
H (-0.48932, 1.49594, 2.56701)
H (-0.73475, 2.13008, 0.07325)
H (-1.59446, 0.57617, 0.08863)
H (0.40031, -0.55673, -0.58560)
H (1.36243, 0.73396, -0.23663)
H (-0.73031, 0.44771, -2.34681)
H (0.30735, 1.87149, -2.21457)
H (1.05770, 0.32244, -2.64249)
H (0.45916, -2.74871, 0.16328)
H (-0.61458, -2.72608, -1.00062)
O (0.06366, -2.21935, -0.53551)

The charge is +2. Its multiplicity is 2. The calculation puts the highest occupied orbital energy (alpha / beta) at -20.66 / -20.59 eV. Its frontier orbital gap (alpha / beta) is 0.3473 / 0.2178 Ha.

***

Computed, not measured: an isolated molecule of C3H10NO2P in a non-equilibrium geometry, with wB97M-V/def2-TZVPD.

Atoms and positions in Å:
C (-1.88468, 0.83688, 0.32630)
C (1.36712, -1.43147, -0.78117)
C (1.30495, 1.56062, -0.05135)
N (-1.13602, -0.16496, -0.41336)
O (0.46428, -0.64612, 1.60577)
O (-1.73010, -1.41261, -0.21201)
P (0.58471, -0.13857, 0.24951)
H (-1.28992, 1.82364, 0.32731)
H (-2.86104, 0.78409, -0.19884)
H (-1.97439, 0.51947, 1.42853)
H (0.98508, -2.38747, -0.30666)
H (1.06867, -1.66283, -1.76689)
H (2.43414, -1.44619, -0.91460)
H (1.41864, 2.08423, 0.91169)
H (2.40325, 1.25466, -0.07845)
H (0.82106, 2.00064, -0.91091)
H (-1.97574, -1.57398, 0.78512)

The charge is 0. The calculation puts the highest occupied orbital energy at -8.94 eV. Its frontier orbital gap is 0.3571 Ha.

***

Computed, not measured: a cluster of 3 separate species, C3H10NO2S in total in a non-equilibrium geometry, with wB97M-V/def2-TZVPD.

Atoms and positions in Å:
C (0.67697, -0.17613, -0.08315)
C (2.04297, 0.45491, -0.16183)
S (3.37865, -0.45391, 0.43665)
N (-0.47949, 0.50979, -0.82913)
C (-1.61179, -0.46898, -0.87717)
O (-1.90583, -1.05069, 0.32135)
H (0.42878, -0.28319, 0.95412)
H (0.64598, -1.22469, -0.45236)
H (2.29496, 0.70347, -1.21371)
H (1.95682, 1.44601, 0.39052)
H (2.22376, -2.14362, -0.27652)
H (-0.89176, 1.18394, -0.22456)
H (-1.31702, -1.13575, -1.73681)
H (-2.41804, 0.23398, -1.20346)
H (-1.70851, 1.17791, 2.34732)
H (-1.68352, 0.09297, 1.14260)
O (-1.63295, 1.13399, 1.46613)

The charge is -1. The calculation puts the highest occupied orbital energy at -3.75 eV. Its frontier orbital gap is 0.2056 Ha.

***

Computed, not measured: a cluster of 2 separate species, C3H10NO3 in total in a non-equilibrium geometry, with wB97M-V/def2-TZVPD.

Atoms and positions in Å:
C (-1.13742, 0.22771, -0.38837)
C (-0.21283, 0.90012, -1.48123)
O (0.47265, -0.14536, -2.15839)
N (-0.47805, -0.24156, 0.87519)
C (0.73430, -1.31466, 0.71549)
O (0.72551, -1.88798, -0.40535)
H (-1.62826, -0.62396, -0.95477)
H (-1.94310, 0.99249, -0.26424)
H (-0.71876, 1.55364, -2.25195)
H (0.55424, 1.50196, -1.07464)
H (0.64911, -0.88555, -1.42038)
H (-1.27073, -0.77235, 1.36569)
H (1.63363, -0.52232, 0.97329)
H (0.68825, -2.04451, 1.62097)
H (-0.11892, 1.05142, 1.98567)
H (0.54465, 2.48632, 1.85025)
O (-0.11666, 2.04268, 2.43479)

The charge is -1. The calculation puts the highest occupied orbital energy at -4.09 eV. Its frontier orbital gap is 0.3038 Ha.

***

Computed, not measured: a cluster of 2 separate species, C3H10NO3 in total in a non-equilibrium geometry, with wB97M-V/def2-TZVPD.

Atoms and positions in Å:
N (0.74751, 0.83987, -1.06933)
C (0.63625, -0.35804, -0.18597)
C (-0.67513, -1.04281, -0.28632)
O (-0.87853, -1.71727, -1.59304)
C (0.93392, 0.05448, 1.30985)
O (1.03210, -0.98760, 2.11176)
H (1.24988, 1.55192, -0.56555)
H (1.07534, 0.67812, -2.00782)
H (1.50512, -0.95427, -0.43752)
H (-0.63159, -1.92227, 0.35238)
H (-1.48734, -0.34313, -0.12920)
H (-0.15528, -1.49068, -2.18188)
H (1.85792, 0.70070, 1.19528)
H (0.10437, 0.78844, 1.55353)
H (-1.22156, 2.73291, 0.84834)
H (-1.07166, 1.84885, -0.41797)
O (-1.61252, 2.55248, -0.01229)

The charge is -1. The calculation puts the highest occupied orbital energy at -2.86 eV. Its frontier orbital gap is 0.2436 Ha.

***

Computed, not measured: a cluster of 2 separate species, C3H10NO3 in total in a non-equilibrium geometry, with wB97M-V/def2-TZVPD.

Atoms and positions in Å:
O (-0.01886, -2.82337, 0.29729)
C (0.51345, -1.86388, 0.79439)
O (1.73528, -1.69279, 1.33490)
C (-0.27129, -0.53407, 1.29558)
C (0.69872, 0.62019, 1.68255)
N (-1.13136, 0.07131, 0.10427)
H (2.16969, -2.56427, 1.38789)
H (-1.06127, -0.76078, 1.98796)
H (1.80060, 0.17290, 1.88476)
H (0.80900, 1.42429, 0.80521)
H (0.37758, 1.08238, 2.62271)
H (-1.68638, 0.95235, 0.33741)
H (-1.89598, -0.52736, -0.12970)
H (-0.51992, 0.43196, -0.65099)
H (-0.23471, 2.65103, -4.33938)
H (-0.97714, 1.67291, -5.01647)
O (-0.30741, 1.68719, -4.39839)

The charge is +2. Its multiplicity is 2. The calculation puts the highest occupied orbital energy (alpha / beta) at -16.71 / -16.71 eV. Its frontier orbital gap (alpha / beta) is 0.2407 / 0.0565 Ha.

***

Computed, not measured: a cluster of 3 separate species, C3H10NO4 in total in a non-equilibrium geometry, with wB97M-V/def2-TZVPD.

Atoms and positions in Å:
C (-0.61535, -1.71202, 0.80596)
N (-0.25436, -0.70238, -0.13919)
C (0.82123, -1.01943, -1.07451)
C (1.30837, 0.28394, -1.86445)
O (2.51525, 0.37980, -1.93996)
O (0.31686, 0.89503, -2.20324)
H (-1.16864, -1.34922, 1.70767)
H (0.32583, -2.16257, 1.23954)
H (-1.30464, -2.38129, 0.43167)
H (-1.03589, -0.16021, -0.65794)
H (0.72910, -1.95692, -1.65493)
H (1.76285, -1.30366, -0.47655)
H (-1.05173, 2.52597, -0.42282)
H (0.29257, 2.90232, -0.25833)
O (-0.52021, 3.13946, 0.18859)
H (-0.60271, 1.58601, 1.81791)
H (-0.41291, 0.14856, 2.26301)
O (-1.10561, 0.88661, 2.23756)

The charge is -1. The calculation puts the highest occupied orbital energy at -4.00 eV. Its frontier orbital gap is 0.2847 Ha.

***

Computed, not measured: a cluster of 2 separate species, C3H10NOS in total in a non-equilibrium geometry, with wB97M-V/def2-TZVPD.

Atoms and positions in Å:
N (0.46992, 2.34844, -1.35809)
C (0.73574, 1.79606, 0.00936)
O (-0.27683, 1.01285, 0.42104)
H (0.66483, 3.33884, -1.37553)
H (-0.52687, 2.23170, -1.46865)
H (1.69947, 1.23419, -0.03967)
H (0.92245, 2.66176, 0.68956)
C (-0.66337, -1.62347, 1.72194)
S (0.20852, -2.61185, 0.48215)
C (-0.12056, -1.64345, -1.01947)
H (-1.67950, -2.02364, 1.82044)
H (-0.71815, -0.58852, 1.33793)
H (-0.15684, -1.73643, 2.67615)
H (0.65993, -1.87828, -1.74109)
H (-1.09604, -1.95182, -1.39927)
H (-0.12272, -0.56637, -0.75681)

The charge is -1. The calculation puts the highest occupied orbital energy at -2.95 eV. Its frontier orbital gap is 0.2399 Ha.

***

Computed, not measured: a cluster of 2 separate species, C3H10NOS in total in a non-equilibrium geometry, with wB97M-V/def2-TZVPD.

Atoms and positions in Å:
C (2.35262, 0.22567, 0.28344)
S (2.56709, -0.08727, -1.49265)
C (0.81720, -0.16526, -1.98511)
H (1.54049, -0.40714, 0.65190)
H (3.29909, -0.01780, 0.75096)
H (2.06735, 1.24855, 0.45945)
H (0.37531, 0.81885, -2.05191)
H (0.25916, -0.69320, -1.21406)
H (0.79307, -0.73499, -2.91879)
N (-1.86993, 0.67218, 1.73106)
C (-2.20313, -0.56427, 0.87597)
O (-1.59834, -0.61748, -0.28197)
H (-2.22835, 1.44273, 1.16079)
H (-0.86123, 0.76431, 1.58929)
H (-3.32198, -0.49066, 0.83889)
H (-1.98840, -1.39423, 1.60275)

The charge is -1. The calculation puts the highest occupied orbital energy at -2.90 eV. Its frontier orbital gap is 0.2278 Ha.

***

Computed, not measured: a cluster of 2 separate species, C3H10NOS in total, with wB97M-V/def2-TZVPD.

Atoms and positions in Å:
C (1.42116, -0.52651, -1.75277)
C (1.13743, 0.45404, -0.61747)
S (1.29337, 2.19350, -1.12677)
H (1.25715, -0.03521, -2.71141)
H (2.44965, -0.89417, -1.70438)
H (0.78801, -1.40829, -1.66884)
H (1.74933, 0.32396, 0.26941)
H (0.13894, 0.33595, -0.20190)
H (2.46888, 2.07598, -1.76508)
N (-2.55747, 0.17883, 1.31600)
C (-1.56209, -0.81723, 1.88107)
O (-0.28378, -0.49960, 1.71414)
H (-2.31649, 0.23754, 0.32771)
H (-2.26909, 1.07152, 1.70977)
H (-1.84724, -1.77009, 1.37565)
H (-1.86776, -0.92023, 2.95487)

The charge is -1. The calculation puts the highest occupied orbital energy at -2.72 eV. Its frontier orbital gap is 0.2200 Ha.

***

Computed, not measured: the ion C3H10NOS with charge +1 in a non-equilibrium geometry, with wB97M-V/def2-TZVPD.

Atoms and positions in Å:
C (-1.83104, -0.16367, 0.33775)
O (-2.04654, -0.80629, 1.64727)
C (-0.39155, 0.17496, 0.24790)
C (0.20941, -0.03642, -1.08998)
S (1.85128, 0.76726, -1.28460)
N (0.42809, -0.45086, 1.34837)
H (-2.60127, 0.61889, 0.41742)
H (-2.11998, -0.82193, -0.49404)
H (-2.67949, -1.54172, 1.55653)
H (-0.21292, 1.22936, 0.57962)
H (-0.41396, 0.53621, -1.74596)
H (0.06952, -1.09152, -1.34710)
H (2.04650, 0.48325, -2.58977)
H (1.43928, -0.25350, 1.22495)
H (0.43030, -1.49741, 1.35965)
H (-0.16771, -0.37736, 2.18855)

The charge is +1. The calculation puts the highest occupied orbital energy at -13.43 eV. Its frontier orbital gap is 0.3655 Ha.

***

Computed, not measured: a cluster of 2 separate species, C3H10NP in total in a non-equilibrium geometry, with wB97M-V/def2-TZVPD.

Atoms and positions in Å:
C (0.64133, -0.17591, 1.60078)
C (-1.02152, -1.05835, -1.34614)
C (1.33777, 0.39156, 0.36770)
N (0.48742, 0.95587, -0.63161)
P (-0.54293, 2.16620, -0.29759)
H (0.02483, 0.59338, 2.06771)
H (0.00619, -1.01733, 1.32293)
H (1.37926, -0.52082, 2.32432)
H (-1.85828, -0.84992, -0.71094)
H (-1.03456, -0.71437, -2.35733)
H (-0.32955, -1.82717, -1.07343)
H (2.03205, 1.17689, 0.69858)
H (1.93510, -0.38512, -0.12659)
H (-1.60272, 1.66340, 0.48947)
H (-1.26147, 2.14669, -1.48875)

The charge is 0. The calculation puts the highest occupied orbital energy (alpha / beta) at -8.36 / -8.31 eV. Its frontier orbital gap (alpha / beta) is 0.2882 / 0.3184 Ha.

***

Computed, not measured: the ion C3H10NP2 with charge +1 in a non-equilibrium geometry, with wB97M-V/def2-TZVPD.

Atoms and positions in Å:
C (-0.60416, -0.55549, -1.66416)
C (-0.26539, -0.75341, 1.48982)
C (0.12138, 2.02485, 0.33052)
N (1.66752, -0.65179, -0.31179)
P (3.10593, -0.15458, 0.07916)
P (0.16020, -0.04429, -0.16560)
H (-0.87904, -1.52749, -1.70280)
H (0.25611, -0.42473, -2.39527)
H (-1.37800, -0.00017, -2.00836)
H (-1.31085, -0.57020, 1.85772)
H (0.43094, -0.24006, 2.19431)
H (-0.12432, -1.77467, 1.45716)
H (0.71866, 2.06230, 1.21054)
H (-0.87820, 2.12994, 0.56363)
H (0.47387, 2.71737, -0.44510)
H (3.76211, -1.52077, -0.13242)

The charge is +1. Its multiplicity is 3. The calculation puts the highest occupied orbital energy (alpha / beta) at -11.69 / -15.30 eV. Its frontier orbital gap (alpha / beta) is 0.3219 / 0.2972 Ha.

***

Computed, not measured: a cluster of 2 separate species, C3H10NS in total in a non-equilibrium geometry, with wB97M-V/def2-TZVPD.

Atoms and positions in Å:
C (-1.86944, -2.14612, -1.17836)
S (-2.86452, -1.46619, 0.25682)
H (-2.57667, -2.22129, -2.01525)
H (-1.51633, -3.16838, -0.97947)
H (-0.98496, -1.55863, -1.44605)
C (0.85641, 0.71608, -0.57426)
N (1.69040, 0.76699, 0.60808)
C (1.08534, 1.60645, 1.65379)
H (1.10536, 0.04806, -1.39888)
H (0.86807, 1.72527, -1.00725)
H (-0.19946, 0.40396, -0.43541)
H (1.69457, -0.20191, 0.92934)
H (0.00035, 1.72414, 1.47437)
H (1.23375, 1.15839, 2.63007)
H (1.47714, 2.61318, 1.48246)

The charge is -1. The calculation puts the highest occupied orbital energy at -2.17 eV. Its frontier orbital gap is 0.2225 Ha.

***

Energy relative to the best compared isomer or geometry (same formula, charge and spin) per entry: 290.4, 143.1, 99.0, 438.9, 368.9, 86.5, 73.6, 268.3, 228.5, 162.1, 160.7, 165.3, 105.2, 408.2, 44.0, 144.5 kJ/mol
Total energy per entry: -325.20692, -324.72561, -324.74241, -666.82912, -723.60350, -400.75452, -400.75944, -399.93801, -476.04868, -648.46982, -648.47034, -648.46859, -648.19804, -516.25443, -857.39080, -573.22710 Eh